# C36H90O27S6

9 unconnected molecules or ions with the total composition C36H90O27S6 at a distorted geometry (wB97M-V/def2-TZVPD, the Open Molecules 2025 dataset).

Positions of all 159 atoms, in Å:
S -5.3616 -2.9592 -4.6146
S 5.2643 7.7686 -7.6462
S 9.7660 -1.9324 2.7044
S 1.2915 -1.1727 -6.6333
S -1.1320 1.9163 8.0319
S -5.1362 4.3664 0.1919
O -6.5475 4.5431 -0.1631
O 1.6629 -1.5224 -5.2670
O -4.3291 5.7877 -0.0510
O -4.7131 -1.6392 -4.7263
O -7.5824 -3.6793 1.0850
O -9.6734 -5.3189 -0.1821
O -0.0056 1.3558 0.5614
O 2.2484 -0.9791 -7.7784
O -4.4018 -4.0162 -3.7622
O -1.0707 0.2729 8.4242
O 3.6401 -5.1883 1.3126
O -11.6344 -5.1411 -2.1126
O -1.3177 2.6623 9.2372
O 4.2260 7.7437 -6.6295
O -4.7980 3.9565 1.5840
O 0.0356 2.1557 7.1862
O 3.2683 -3.7359 3.8248
O 11.0180 -1.2282 2.5915
O -5.8285 -3.6718 -5.8246
O 8.5706 -0.8528 2.4478
O 4.9585 -1.9417 5.5488
O 9.4163 -3.0402 1.8416
O 1.1825 3.7166 -1.3857
O 0.2350 -2.2641 -7.2838
O 5.1524 7.1880 -9.0077
O 3.6494 4.7733 0.1981
O 6.5820 6.9794 -6.9429
C -2.7309 2.0767 7.0302
C 3.3667 -5.1010 -0.1531
C 0.7578 -3.5147 -7.7531
C 3.2274 -3.5627 5.1920
C -12.4757 -4.6073 -3.1605
C 1.0000 1.4069 -0.4834
C 6.7993 7.1439 -5.5752
C 1.7754 2.7337 -0.5435
C -3.3657 -3.4689 -3.0057
C 4.5325 -4.1058 3.2900
C -11.8925 -4.7186 -0.7605
C 7.5129 5.9683 -5.0762
C -2.6631 6.6910 1.3683
C -2.9514 -4.4332 -1.8698
C 2.1277 4.7381 -1.7561
C 0.5530 1.1397 1.8510
C -7.0702 -2.5747 1.8729
C -6.7474 -2.8368 -3.3247
C 1.0822 -4.3728 -6.5348
C 2.7828 5.6066 -0.5897
C 5.2981 -0.6691 4.9820
C 7.2894 0.5862 0.9978
C -2.1865 -1.6191 9.5562
C 3.6137 -2.1315 5.6543
C 0.0253 0.1646 -6.5036
C -11.0296 -5.5148 0.2487
C 8.6612 -0.1105 1.2755
C -8.2491 -4.7453 1.7955
C 5.9832 9.4355 -7.7901
C 4.1809 5.4747 1.2850
C -1.9435 -0.1292 9.5340
C -8.5984 -5.8031 0.7275
C -4.3239 3.2935 -1.0954
C 9.4837 -2.2225 4.5114
C 4.4117 -4.0879 1.7832
C -2.8963 5.8597 0.1212
H -3.6492 -2.4854 -2.6310
H 3.4279 5.7152 2.0355
H 8.4206 -2.4582 4.4643
H -6.2793 -2.9928 2.4955
H -12.0990 -4.8623 -4.1510
H 2.9534 4.3858 -2.3743
H 8.3906 5.5885 -5.5992
H 2.7514 2.4030 -0.8987
H 4.7842 -5.1464 3.4945
H 7.4597 7.9989 -5.4304
H 5.3487 -3.4757 3.6433
H 7.1613 1.0838 0.0365
H 1.4297 -5.3155 -6.9574
H -2.4680 -5.3111 -2.2985
H -6.6636 -1.9100 1.1107
H -2.9674 0.2306 9.4324
H -11.0940 -5.1315 1.2670
H 5.3724 10.0898 -8.4121
H -0.7192 -0.2575 -5.8286
H 5.0018 4.9143 1.7325
H -12.4879 -3.5262 -3.0223
H 3.9061 -3.1879 1.4333
H -1.6524 6.6330 1.7725
H 3.0676 -1.4040 5.0537
H 9.7151 -1.3584 5.1341
H -4.6880 3.6243 -2.0680
H 9.5221 0.5564 1.3216
H 4.3026 -5.3169 -0.6684
H 4.6250 6.4085 0.9404
H 3.8555 -4.3174 5.6654
H 0.4517 1.2383 -1.4103
H -3.0894 3.0819 7.2518
H -6.9888 -3.8877 -3.1655
H 5.4262 -4.1783 1.3949
H 5.0749 0.1039 5.7174
H 0.2030 -4.6367 -5.9471
H -7.7072 -5.9604 0.1199
H -2.5521 1.9227 5.9661
H -9.1203 -4.4318 2.3706
H 0.5404 1.0058 -6.0398
H 8.8387 -0.7611 0.4191
H 6.3762 -0.7823 4.8680
H -3.0043 -1.8828 10.2268
H 6.9094 1.1939 1.8189
H 4.8981 -0.4393 3.9945
H 0.8780 2.1306 2.1680
H -2.2807 -2.0507 8.5598
H -6.3482 -2.3189 -2.4526
H -0.0904 -3.9756 -8.2594
H 5.9551 9.8397 -6.7782
H 5.9034 7.3342 -4.9841
H 3.3891 6.4065 -1.0149
H -2.4562 6.2484 -0.7971
H -8.8373 -6.8109 1.0672
H -7.5647 -2.3051 -3.8119
H -3.3105 6.4389 2.2081
H 1.5198 -3.4092 -8.5253
H 7.0069 9.2661 -8.1240
H 3.3462 -2.0813 6.7098
H -2.7460 7.7530 1.1371
H -11.2978 -6.5713 0.2451
H -7.7964 -2.0142 2.4616
H 10.0234 -3.1358 4.7620
H -0.2063 0.7922 2.5516
H -1.7118 0.2335 10.5355
H -1.3209 -2.1515 9.9503
H -3.2340 3.2826 -1.1051
H 6.7999 5.1539 -5.2047
H 3.0224 -4.1192 -0.4782
H 2.5932 -5.8303 -0.3935
H 1.9083 3.1755 0.4440
H 2.0532 6.0110 0.1118
H -4.7936 2.3222 -0.9401
H 2.2134 -3.7094 5.5639
H -3.4681 1.3423 7.3548
H -3.8044 -4.8592 -1.3415
H 1.8092 -3.9308 -5.8535
H -7.5864 -5.2342 2.5096
H -2.4437 4.8822 0.2879
H -13.5137 -4.9373 -3.1168
H -2.2883 -3.9510 -1.1515
H 1.3362 0.3818 1.8668
H -2.5308 -3.3029 -3.6866
H 1.6809 0.5602 -0.3954
H 7.8674 6.0401 -4.0480
H -12.9525 -4.6553 -0.5143
H 6.5498 -0.2143 0.9793
H -0.2564 0.5109 -7.4980
H -11.5698 -3.6782 -0.8013
H 1.5923 5.4880 -2.3384

Forces on the atoms, in the same order (eV/Å):
S -0.753 0.187 -0.319
S 1.204 -1.378 -0.979
S -0.309 1.052 0.190
S -0.260 -0.197 -2.950
S 0.434 -1.236 -1.415
S 0.650 0.335 1.667
O 2.751 -0.062 0.369
O 0.066 0.396 -1.874
O -1.426 -1.193 -0.734
O -0.828 -2.411 0.160
O -0.822 0.075 0.942
O 1.146 -0.724 0.789
O 0.477 -0.775 -0.666
O -1.648 -0.012 3.620
O -1.964 0.230 -1.734
O -0.702 1.654 0.556
O -0.685 0.169 -1.529
O -0.610 -1.245 -0.412
O -0.060 -0.148 -0.042
O 0.660 0.132 -1.559
O -0.607 0.427 -3.258
O -2.049 -0.602 1.224
O 0.124 -0.008 -1.009
O -0.351 -0.654 -0.331
O 1.116 1.454 2.869
O 0.126 -1.010 1.931
O 1.616 0.997 -1.249
O 0.766 0.451 1.244
O 0.993 0.535 -0.256
O 0.516 1.321 0.782
O 0.003 1.305 3.513
O -0.106 -0.080 -0.538
O -2.043 0.601 -2.345
C 1.051 -0.283 0.618
C 0.714 -0.202 1.868
C -0.859 -0.477 0.875
C 0.098 0.921 1.097
C 0.300 0.406 1.490
C -1.290 0.734 0.530
C 1.049 1.839 0.971
C -0.081 -0.927 0.200
C 1.456 0.452 1.070
C -0.714 -0.391 -0.755
C 0.650 0.851 -0.969
C 0.225 -2.489 0.438
C 0.761 0.987 0.081
C -0.441 -0.166 -0.763
C 0.040 1.280 1.372
C -0.406 0.736 -0.247
C 0.042 -1.287 -0.983
C 1.242 -0.435 -1.809
C 0.363 -0.637 -0.695
C -0.162 -2.075 0.024
C 1.260 -0.934 0.911
C -0.088 -1.133 0.802
C 1.683 -0.850 -0.028
C -1.427 -1.810 0.170
C 1.707 -0.398 -0.019
C 0.861 0.579 -1.036
C -0.589 1.376 -2.129
C 0.445 -0.387 -0.968
C -0.503 -0.726 0.668
C 0.494 0.361 -0.073
C -1.556 -0.110 -0.107
C -1.372 1.072 -0.968
C -1.263 0.337 0.400
C -0.812 -0.622 -1.983
C -0.199 -0.197 -0.373
C 0.030 -0.555 1.201
H -0.055 -0.012 0.239
H -0.153 -0.058 0.158
H -0.090 0.042 0.640
H 0.133 0.400 0.288
H 0.404 -0.104 0.356
H -0.007 -0.523 0.029
H 0.054 0.751 -0.604
H 0.365 0.592 -0.276
H -0.071 -0.245 0.639
H -0.061 0.542 -0.088
H -0.096 0.195 -0.068
H 0.621 0.166 0.142
H 0.417 -0.182 0.335
H 0.297 0.122 -0.035
H 0.166 0.071 0.266
H 0.032 0.838 -0.747
H -0.626 0.182 0.071
H 0.140 -0.380 -0.249
H -0.196 0.218 -0.427
H -0.251 -0.278 0.001
H -0.035 0.297 -0.367
H 0.319 0.429 0.057
H 0.252 -0.459 -0.284
H -0.314 0.021 0.088
H 0.090 -0.099 -0.438
H -0.036 0.377 0.169
H -0.162 0.296 0.143
H -0.053 -0.134 -0.201
H 0.041 0.344 -0.008
H 0.219 0.052 0.388
H -0.016 0.225 -0.096
H 0.134 -0.082 -0.087
H -0.156 0.231 0.287
H 0.218 0.290 -0.324
H -0.057 0.303 -0.216
H -0.209 0.359 -0.166
H -0.114 0.373 -0.292
H 0.336 0.126 0.199
H -0.198 0.383 -0.189
H 0.039 -0.144 0.269
H 0.071 -0.246 -0.022
H 0.107 0.595 -0.060
H -0.199 0.199 -0.298
H 0.530 0.432 -0.025
H -0.507 -0.292 0.047
H 0.575 -0.250 0.625
H -0.591 0.242 -0.042
H -0.049 -0.162 -0.147
H -0.109 0.134 -0.043
H 0.202 -0.051 0.009
H -0.229 -0.178 -0.314
H -0.148 0.212 -0.287
H -0.205 0.271 0.108
H -0.324 0.155 0.661
H 0.106 -0.001 0.148
H -0.245 -0.163 -0.390
H 0.387 0.299 0.478
H -0.218 0.262 -0.197
H -0.455 0.342 0.215
H -0.489 0.061 0.049
H -0.018 -0.186 -0.069
H -0.308 -0.308 0.037
H 0.137 0.235 0.024
H -0.285 0.111 -0.271
H 1.063 0.204 -0.322
H 0.199 0.025 0.174
H -0.222 -0.012 0.530
H 0.051 -0.421 0.583
H -0.048 0.216 0.353
H 0.231 -0.056 0.191
H 0.058 -0.315 0.093
H -0.445 0.250 -0.283
H 0.413 -0.127 0.201
H -0.238 -0.217 -0.284
H 0.234 0.025 0.290
H -0.231 0.422 0.078
H 0.128 -0.116 -0.291
H 0.407 0.081 0.185
H -0.299 -0.275 -0.094
H -0.097 -0.310 0.294
H 0.001 0.030 -0.163
H 0.310 0.135 -0.198
H 0.253 0.051 0.159
H 0.223 0.023 0.319
H -0.537 0.191 0.163
H -0.218 -0.662 0.087
H -0.013 -0.303 -0.153
H -0.371 -0.570 0.132
H 0.233 0.317 0.745
H -0.273 -0.253 -0.165

Calculated values
* HOMO-LUMO gap: 9.20 eV
* energy relative to the best compared isomer or geometry (same formula, charge and spin): 4.929 eV
* E: -5845.80071 hartree
* structure (SMILES): CCOS(C)(=O)=O.CCOS(C)(=O)=O.CCOS(C)(=O)=O.CCOS(C)(=O)=O.CCOS(C)(=O)=O.CCOS(C)(=O)=O.COCCOCCOC.COCCOCCOC.COCCOCCOC

These are the Mulliken partial charges, in e, on atoms 1 to 4:
1. S 1.030
2. S 1.133
3. S 1.102
4. S 1.125